21
Properties=species:S:1:pos:R:3 method="wB97M-V/def2-TZVPD" homo_lumo_gap_ev=10.843 smiles="C/[NH+]=C(/N)N(OC)OC" charge=+1 e_above_lowest_ev=6.1069 energy_ha=-473.956134
C -0.48386 2.39441 -0.94346
N -1.41721 1.23482 -0.84627
C -1.10839 -0.02948 -0.58133
N -2.02034 -0.93971 -0.39765
N 0.38665 -0.35434 -0.41489
O 1.14040 0.50811 0.28860
C 0.93732 0.50850 1.69479
O 0.39390 -1.67947 0.14807
C 1.66449 -2.31728 -0.02073
H -0.41710 2.92517 0.02486
H -0.81484 3.09795 -1.65379
H 0.48416 1.90286 -1.13339
H -2.36299 1.35223 -1.17296
H -1.73051 -1.88861 -0.28343
H -3.03919 -0.98253 -0.54000
H 1.90154 0.95658 1.98373
H 0.70333 -0.50319 2.18867
H -0.05238 1.05997 1.83597
H 1.59099 -3.31894 0.28056
H 2.44694 -1.63305 0.60325
H 1.79708 -2.29400 -1.06059